[1]
14
Properties=species:S:1:pos:R:3:forces:R:3 method="wB97M-V/def2-TZVPD" gap_ev=8.6 total_energy_ev=-8728.0794 e_above_lowest_ev=3.600 e_lumo_ev=1.03
C -1.7079 0.9074 0.0738 0.14 0.02 0.11
N 1.8978 0.6175 0.5772 0.38 -0.05 1.47
C 0.2492 -0.8663 -0.0476 -0.92 0.89 -0.45
C -0.3501 0.3420 -0.1212 -0.08 -0.62 0.11
N -0.1116 -2.1687 0.1010 0.26 0.20 0.02
C 0.9727 0.9741 -0.4233 0.47 -1.57 -0.53
N 1.6032 -0.4724 -0.4192 -0.06 1.82 -0.62
H 2.8367 0.9572 0.3597 -0.06 -0.14 -0.26
H 0.6460 -2.8163 0.2514 -0.30 -0.11 0.16
H -1.0320 -2.3520 0.4681 0.31 -0.23 0.08
H 1.1917 1.7157 -1.1828 0.13 -0.25 -0.14
H -1.9957 1.5335 -0.7735 -0.06 -0.02 0.01
H -2.4402 0.1056 0.1611 -0.09 0.03 0.02
H -1.7597 1.5229 0.9755 -0.11 0.02 0.01

=====

[2]
55
Properties=species:S:1:pos:R:3:forces:R:3 method="wB97M-V/def2-TZVPD" gap_ev=8.0 total_energy_ev=-32857.3142 e_above_lowest_ev=2.438 smiles="COc1ccc(C2([NH+]=C3N(C)CCN3C)c3ccccc3-c3ccccc32)cc1" e_lumo_ev=-2.90 charge=+1
C -0.1072 -5.5335 1.1098 0.41 -0.09 -0.38
O 0.9408 -5.0324 0.2524 0.08 0.64 0.41
C 1.4003 -3.7625 0.4433 -0.04 0.17 0.10
C 2.3399 -3.2854 -0.4896 -0.45 -0.02 0.14
C 2.7648 -1.9646 -0.4479 0.34 -0.51 0.35
C 2.3846 -1.0608 0.5531 0.22 0.25 -0.04
C 2.8832 0.4305 0.4193 -1.71 0.04 0.09
N 4.6314 0.5271 0.4754 1.43 0.17 0.10
C 5.8510 1.2797 0.4837 -1.53 -0.57 0.03
N 5.9075 2.6178 0.4636 -0.79 -0.79 -0.04
C 4.7230 3.4332 0.4270 0.06 -0.32 -0.03
C 7.2499 3.1399 0.4947 0.15 0.48 -0.03
C 8.1030 1.8962 0.5332 0.48 0.35 0.01
N 7.1491 0.8130 0.5275 -1.49 -0.69 -0.04
C 7.7010 -0.5294 0.5530 -0.37 -0.10 -0.01
C 2.2306 1.3451 1.4699 -0.46 0.35 -0.44
C 2.0673 1.1757 2.8337 0.60 0.26 0.25
C 1.6116 2.2587 3.5992 -0.26 0.09 -0.19
C 1.2540 3.4753 2.9985 0.34 -0.14 0.10
C 1.2900 3.6028 1.6080 -0.09 -0.37 -0.17
C 1.6622 2.4862 0.8538 1.22 0.27 0.42
C 1.7763 2.3362 -0.6038 1.00 0.47 -0.11
C 1.5205 3.2846 -1.5981 -0.05 -0.40 -0.03
C 1.6067 2.8721 -2.9313 0.36 -0.22 -0.01
C 1.9235 1.5355 -3.2201 -0.23 0.05 0.27
C 2.2504 0.6208 -2.1987 0.53 0.34 -0.31
C 2.3648 1.0843 -0.8931 -0.60 0.35 0.17
C 1.4297 -1.5567 1.4872 0.62 -0.26 0.10
C 0.9912 -2.8935 1.4749 -0.07 -0.13 -0.50
H -0.3009 -6.5497 0.7404 0.04 0.41 0.23
H 0.2301 -5.5674 2.1487 -0.05 -0.05 -0.07
H -1.0135 -4.9273 1.0249 0.12 -0.01 -0.03
H 2.6755 -3.9729 -1.2612 -0.03 0.21 0.03
H 3.4487 -1.6336 -1.2108 0.26 -0.02 -0.10
H 4.8228 -0.4496 0.5639 0.47 -0.50 0.05
H 3.9116 2.7139 0.4791 -0.08 0.65 -0.01
H 4.6994 4.0890 1.2994 -0.11 0.10 -0.16
H 4.6783 3.9813 -0.5173 -0.11 0.13 0.19
H 7.4680 3.7407 -0.3837 -0.17 0.13 -0.16
H 7.4172 3.7636 1.3686 -0.19 0.13 0.15
H 8.7753 1.8632 -0.3211 -0.02 -0.31 -0.21
H 8.7349 1.8853 1.4179 -0.02 -0.28 0.22
H 6.9027 -1.2795 0.5524 0.28 0.13 0.00
H 8.3564 -0.6734 -0.3120 -0.25 -0.05 -0.03
H 8.3292 -0.6463 1.4414 -0.24 -0.07 0.03
H 2.3193 0.2260 3.3030 0.26 0.41 0.09
H 1.5571 2.1586 4.6797 -0.09 -0.01 -0.18
H 0.9761 4.3330 3.6205 0.09 -0.40 -0.24
H 1.0932 4.5600 1.1121 -0.26 -0.45 0.25
H 1.3175 4.3292 -1.3385 -0.27 -0.50 -0.10
H 1.4447 3.5855 -3.7479 0.02 -0.35 0.38
H 1.9321 1.2014 -4.2583 -0.09 0.03 0.32
H 2.4184 -0.4225 -2.4455 0.23 0.28 -0.12
H 1.0131 -0.9601 2.2894 0.16 0.15 -0.27
H 0.3016 -3.2779 2.2442 0.36 0.56 -0.47

=====

[3]
18
Properties=species:S:1:pos:R:3:forces:R:3 method="wB97M-V/def2-TZVPD" gap_ev="7.4 / 7.4" total_energy_ev=-8896.8718 e_above_lowest_ev=4.826 e_lumo_ev="0.90 / 0.90"
C -1.6720 0.4147 -1.5239 -0.17 0.14 -0.18
C -1.4027 -0.6143 0.6722 0.03 -0.14 0.19
N -0.0346 -0.3891 0.6824 0.08 0.02 -0.34
C 0.6273 0.2130 1.8336 0.05 0.04 0.11
C 0.5695 -0.4343 -0.5106 -0.03 0.02 0.15
O -0.1844 -0.7249 -1.4976 0.08 0.05 0.15
C 1.9845 0.0290 -0.7090 0.08 -0.01 -0.02
H -2.6406 -0.0677 -1.4615 0.12 0.09 0.02
H -1.3542 0.5640 -2.5559 -0.02 -0.09 0.23
H -1.6035 1.3345 -0.9481 -0.03 -0.15 -0.06
H -1.7124 -1.5210 0.1671 0.02 0.15 -0.01
H -1.8846 -0.4049 1.6246 0.06 0.00 -0.14
H -0.0390 0.1439 2.6941 0.10 0.01 -0.15
H 1.5478 -0.3302 2.0654 -0.14 0.09 -0.04
H 0.8731 1.2656 1.6518 -0.04 -0.17 0.02
H 2.2953 -0.2587 -1.7150 -0.02 0.04 0.16
H 2.6746 -0.4227 0.0112 -0.11 0.06 -0.10
H 2.0799 1.1212 -0.6220 -0.05 -0.15 0.01

=====

[4]
82
Properties=species:S:1:pos:R:3:forces:R:3 method="wB97M-V/def2-TZVPD" gap_ev="4.0 / 3.9" total_energy_ev=-50718.7491 e_above_lowest_ev=6.305 e_lumo_ev="-7.20 / -7.26" charge=+2
Zr 1.0104 -0.8113 -0.3867 0.51 1.47 -3.27
C -0.9171 -1.1011 0.9123 0.10 -1.48 0.85
C -0.6782 -2.3282 0.2028 0.66 -0.09 1.36
C 1.1384 -1.9239 1.6305 -1.53 0.24 -0.16
C 0.1626 -0.8763 1.8380 0.06 -0.76 -1.09
C 0.6264 -2.8480 0.6255 -1.31 1.10 0.84
C -2.1859 -0.3347 0.8969 -0.86 0.86 0.05
H -2.9090 -0.7658 0.1691 0.51 0.55 0.57
H -1.9984 0.7390 0.6545 -0.31 -0.71 0.09
H -2.6684 -0.3414 1.9068 0.43 -0.12 -0.73
C 0.2301 0.3126 2.7324 0.14 0.44 0.59
H -0.7658 0.7415 2.8855 0.14 -0.21 0.04
H 0.8534 1.1084 2.3131 -0.23 -0.28 0.16
H 0.6508 0.0710 3.7141 -0.15 -0.12 -0.11
C 2.4797 -1.8540 2.2477 0.76 -0.28 0.35
H 2.3718 -1.5704 3.3062 0.17 -0.15 -0.30
H 3.1056 -1.0716 1.7713 -0.18 -0.37 0.24
H 2.9987 -2.8186 2.1825 -0.02 0.32 0.12
C 1.3248 -4.0384 0.0590 0.24 -0.39 -0.07
H 0.7675 -4.9547 0.2991 0.08 0.19 -0.05
H 2.3318 -4.1531 0.4768 -0.23 0.04 -0.10
H 1.4124 -4.0207 -1.0405 -0.05 0.07 0.22
C -1.6302 -2.9072 -0.7849 -0.16 -0.47 -0.34
H -1.6939 -3.9945 -0.6711 0.08 0.12 -0.03
H -1.3630 -2.7028 -1.8347 -0.02 -0.04 0.28
H -2.6349 -2.5083 -0.6166 0.21 -0.12 -0.12
C -1.2445 3.2707 -2.2169 0.28 0.56 0.53
C -2.3563 2.5570 -2.0111 -0.28 0.63 0.20
C -2.5424 1.1065 -2.3326 -1.22 -0.22 -1.29
C -1.9782 0.5765 -3.7301 -2.19 0.02 0.66
C -0.5520 0.1957 -3.7617 0.95 -1.13 1.80
C 0.8078 0.7863 -3.5611 0.69 -1.14 2.20
C 0.9287 2.2618 -3.0670 0.78 -0.03 -0.90
C -0.3231 3.0773 -3.3669 0.02 0.06 0.01
H -3.6519 0.9672 -2.3457 0.76 -0.32 -0.05
H -2.4195 1.2068 -4.5576 0.79 -0.38 1.06
H -2.1415 0.4709 -1.5047 -0.15 0.53 -0.80
H -0.8795 2.6314 -4.2283 0.46 0.70 1.35
H -0.9196 4.0978 -1.5535 -1.15 0.11 -0.70
H -3.2611 3.0967 -1.6613 0.88 -0.64 1.00
H -0.0167 4.0867 -3.6830 -0.11 -0.27 0.02
H 1.0912 2.2270 -1.9694 0.01 -0.04 -0.66
H 1.3828 0.2659 -2.7228 -0.71 0.13 -0.01
H 1.7980 2.7648 -3.5134 0.03 -0.21 0.17
H -2.4781 -0.4151 -3.8929 0.10 0.82 0.19
H -0.5192 -0.8033 -3.2649 0.25 -0.37 -0.77
P -0.2667 1.6119 -5.8729 0.39 -0.32 -1.66
C -0.2995 3.2848 -6.6166 -0.31 0.17 -0.36
C -1.3830 0.6983 -7.0123 0.28 0.24 -0.48
P 1.8374 -0.1155 -4.8915 -1.58 2.98 -2.10
C 1.4861 1.1031 -6.2182 0.00 -0.26 -0.47
C 1.0580 -1.5875 -5.6031 0.33 -0.87 0.41
C 3.6028 -0.1480 -4.7038 0.78 -0.49 0.06
H 0.6776 3.7919 -6.5476 -0.50 -0.15 0.03
H -1.0797 3.8808 -6.1177 0.36 -0.07 -0.15
H -0.6018 3.1668 -7.6670 0.30 0.30 0.19
H -1.2671 1.1220 -8.0212 -0.08 -0.40 0.17
H -2.4199 0.9025 -6.6976 0.38 -0.27 -0.08
H -1.1824 -0.3843 -7.0267 -0.24 0.42 0.07
H 4.0390 0.2672 -5.6294 -0.06 -0.31 0.42
H 3.9008 -1.1976 -4.5839 0.30 0.31 0.03
H 3.9551 0.4502 -3.8465 -0.27 -0.25 -0.28
H 2.1539 1.9712 -6.0840 -0.34 -0.25 -0.08
H 1.5934 0.7083 -7.2471 0.27 0.06 0.50
H 1.7263 -2.4238 -5.3711 -0.27 -0.14 -0.24
H 0.9602 -1.4799 -6.6973 0.27 0.08 0.54
H 0.0567 -1.7888 -5.1977 0.41 0.21 0.05
C 2.2337 4.0123 2.0189 -0.27 0.25 -0.04
C 3.1754 2.8564 1.6783 -0.14 0.07 0.33
C 4.3682 3.3441 0.8684 0.33 0.13 -0.21
C 3.6345 2.1675 2.9648 0.17 -0.29 0.40
C 2.4934 1.8632 0.8645 -0.33 -0.88 -0.98
C 2.0076 0.9810 0.1472 0.38 0.97 0.85
H 2.7720 4.7697 2.5996 -0.05 -0.17 -0.09
H 1.3825 3.6671 2.6180 0.13 0.09 -0.15
H 1.8616 4.4885 1.1058 -0.01 -0.04 0.16
H 4.9178 4.0999 1.4367 -0.04 -0.10 -0.07
H 5.0346 2.5030 0.6501 -0.01 0.23 -0.04
H 4.0230 3.7901 -0.0695 0.16 -0.03 0.09
H 2.7801 1.7998 3.5482 0.19 0.08 -0.14
H 4.2959 1.3231 2.7386 -0.10 0.12 0.07
H 4.1902 2.8681 3.5967 -0.09 -0.03 -0.15

=====

What did the second record say?
55
Properties=species:S:1:pos:R:3:forces:R:3 method="wB97M-V/def2-TZVPD" gap_ev=8.0 total_energy_ev=-32857.3142 e_above_lowest_ev=2.438 smiles="COc1ccc(C2([NH+]=C3N(C)CCN3C)c3ccccc3-c3ccccc32)cc1" e_lumo_ev=-2.90 charge=+1
C -0.1072 -5.5335 1.1098 0.41 -0.09 -0.38
O 0.9408 -5.0324 0.2524 0.08 0.64 0.41
C 1.4003 -3.7625 0.4433 -0.04 0.17 0.10
C 2.3399 -3.2854 -0.4896 -0.45 -0.02 0.14
C 2.7648 -1.9646 -0.4479 0.34 -0.51 0.35
C 2.3846 -1.0608 0.5531 0.22 0.25 -0.04
C 2.8832 0.4305 0.4193 -1.71 0.04 0.09
N 4.6314 0.5271 0.4754 1.43 0.17 0.10
C 5.8510 1.2797 0.4837 -1.53 -0.57 0.03
N 5.9075 2.6178 0.4636 -0.79 -0.79 -0.04
C 4.7230 3.4332 0.4270 0.06 -0.32 -0.03
C 7.2499 3.1399 0.4947 0.15 0.48 -0.03
C 8.1030 1.8962 0.5332 0.48 0.35 0.01
N 7.1491 0.8130 0.5275 -1.49 -0.69 -0.04
C 7.7010 -0.5294 0.5530 -0.37 -0.10 -0.01
C 2.2306 1.3451 1.4699 -0.46 0.35 -0.44
C 2.0673 1.1757 2.8337 0.60 0.26 0.25
C 1.6116 2.2587 3.5992 -0.26 0.09 -0.19
C 1.2540 3.4753 2.9985 0.34 -0.14 0.10
C 1.2900 3.6028 1.6080 -0.09 -0.37 -0.17
C 1.6622 2.4862 0.8538 1.22 0.27 0.42
C 1.7763 2.3362 -0.6038 1.00 0.47 -0.11
C 1.5205 3.2846 -1.5981 -0.05 -0.40 -0.03
C 1.6067 2.8721 -2.9313 0.36 -0.22 -0.01
C 1.9235 1.5355 -3.2201 -0.23 0.05 0.27
C 2.2504 0.6208 -2.1987 0.53 0.34 -0.31
C 2.3648 1.0843 -0.8931 -0.60 0.35 0.17
C 1.4297 -1.5567 1.4872 0.62 -0.26 0.10
C 0.9912 -2.8935 1.4749 -0.07 -0.13 -0.50
H -0.3009 -6.5497 0.7404 0.04 0.41 0.23
H 0.2301 -5.5674 2.1487 -0.05 -0.05 -0.07
H -1.0135 -4.9273 1.0249 0.12 -0.01 -0.03
H 2.6755 -3.9729 -1.2612 -0.03 0.21 0.03
H 3.4487 -1.6336 -1.2108 0.26 -0.02 -0.10
H 4.8228 -0.4496 0.5639 0.47 -0.50 0.05
H 3.9116 2.7139 0.4791 -0.08 0.65 -0.01
H 4.6994 4.0890 1.2994 -0.11 0.10 -0.16
H 4.6783 3.9813 -0.5173 -0.11 0.13 0.19
H 7.4680 3.7407 -0.3837 -0.17 0.13 -0.16
H 7.4172 3.7636 1.3686 -0.19 0.13 0.15
H 8.7753 1.8632 -0.3211 -0.02 -0.31 -0.21
H 8.7349 1.8853 1.4179 -0.02 -0.28 0.22
H 6.9027 -1.2795 0.5524 0.28 0.13 0.00
H 8.3564 -0.6734 -0.3120 -0.25 -0.05 -0.03
H 8.3292 -0.6463 1.4414 -0.24 -0.07 0.03
H 2.3193 0.2260 3.3030 0.26 0.41 0.09
H 1.5571 2.1586 4.6797 -0.09 -0.01 -0.18
H 0.9761 4.3330 3.6205 0.09 -0.40 -0.24
H 1.0932 4.5600 1.1121 -0.26 -0.45 0.25
H 1.3175 4.3292 -1.3385 -0.27 -0.50 -0.10
H 1.4447 3.5855 -3.7479 0.02 -0.35 0.38
H 1.9321 1.2014 -4.2583 -0.09 0.03 0.32
H 2.4184 -0.4225 -2.4455 0.23 0.28 -0.12
H 1.0131 -0.9601 2.2894 0.16 0.15 -0.27
H 0.3016 -3.2779 2.2442 0.36 0.56 -0.47

=====

Repeat the first record exactly.
14
Properties=species:S:1:pos:R:3:forces:R:3 method="wB97M-V/def2-TZVPD" gap_ev=8.6 total_energy_ev=-8728.0794 e_above_lowest_ev=3.600 e_lumo_ev=1.03
C -1.7079 0.9074 0.0738 0.14 0.02 0.11
N 1.8978 0.6175 0.5772 0.38 -0.05 1.47
C 0.2492 -0.8663 -0.0476 -0.92 0.89 -0.45
C -0.3501 0.3420 -0.1212 -0.08 -0.62 0.11
N -0.1116 -2.1687 0.1010 0.26 0.20 0.02
C 0.9727 0.9741 -0.4233 0.47 -1.57 -0.53
N 1.6032 -0.4724 -0.4192 -0.06 1.82 -0.62
H 2.8367 0.9572 0.3597 -0.06 -0.14 -0.26
H 0.6460 -2.8163 0.2514 -0.30 -0.11 0.16
H -1.0320 -2.3520 0.4681 0.31 -0.23 0.08
H 1.1917 1.7157 -1.1828 0.13 -0.25 -0.14
H -1.9957 1.5335 -0.7735 -0.06 -0.02 0.01
H -2.4402 0.1056 0.1611 -0.09 0.03 0.02
H -1.7597 1.5229 0.9755 -0.11 0.02 0.01